ORCA calculation (wB97M-V/def2-TZVPD) on a structure of composition C46H51N3O5P4PtS5Se2 at a distorted geometry.

Structure (XYZ):
```
117
C46H51N3O5P4PtS5Se2 (wB97M-V/def2-TZVPD)
Pt -0.223 0.180 -0.267
Se -0.400 -4.985 -5.213
P 0.941 -4.781 -3.600
C 2.635 -4.534 -4.221
C 2.878 -3.377 -4.959
C 4.118 -3.145 -5.530
C 5.129 -4.088 -5.385
C 4.890 -5.255 -4.672
C 3.647 -5.483 -4.091
C 1.069 -6.228 -2.516
C 0.318 -7.358 -2.789
C 0.444 -8.487 -1.983
C 1.323 -8.480 -0.911
C 2.079 -7.343 -0.637
C 1.952 -6.220 -1.435
C 0.520 -3.447 -2.451
C 0.378 -2.061 -2.437
N -0.178 -1.766 -1.227
N -0.384 -2.880 -0.548
N 0.022 -3.901 -1.267
P 0.624 -0.664 -3.530
Se -0.082 1.750 -2.224
C 2.406 -0.487 -3.779
C 3.313 -1.105 -2.919
C 4.673 -0.860 -3.052
C 5.137 0.005 -4.033
C 4.237 0.648 -4.876
C 2.874 0.418 -4.738
C -0.189 -1.145 -5.087
C 0.417 -1.232 -6.337
C -0.330 -1.608 -7.447
C -1.686 -1.870 -7.321
C -2.303 -1.751 -6.082
C -1.562 -1.386 -4.971
H 2.072 -2.671 -5.094
H 4.296 -2.231 -6.085
H 6.101 -3.919 -5.835
H 5.673 -5.996 -4.566
H 3.468 -6.398 -3.541
H -0.361 -7.349 -3.634
H -0.149 -9.368 -2.196
H 1.420 -9.357 -0.281
H 2.764 -7.334 0.203
H 2.531 -5.330 -1.215
H 2.952 -1.772 -2.144
H 5.373 -1.352 -2.387
H 6.200 0.193 -4.130
H 4.596 1.335 -5.634
H 2.166 0.950 -5.366
H 1.474 -1.024 -6.449
H 0.155 -1.712 -8.410
H -2.260 -2.185 -8.185
H -3.363 -1.957 -5.980
H -2.038 -1.298 -3.999
C 4.988 -2.025 3.143
C 3.855 -1.101 3.535
O 2.660 -1.568 2.889
P 1.549 -0.512 2.349
S 2.168 0.014 0.487
S 1.188 0.775 3.780
O 0.340 -1.503 2.043
C -0.376 -2.144 3.124
C -1.707 -2.607 2.588
H 5.909 -1.717 3.646
H 5.146 -1.992 2.063
H 4.759 -3.056 3.426
H 4.070 -0.076 3.239
H 3.687 -1.105 4.611
H -0.494 -1.427 3.933
H 0.234 -2.978 3.471
H -2.318 -1.747 2.304
H -2.230 -3.177 3.360
H -1.560 -3.227 1.705
C -4.520 3.815 1.142
C -3.316 4.480 0.495
C -3.706 5.730 -0.265
O -2.309 4.898 1.450
P -1.881 4.075 2.786
S -2.995 4.469 4.350
S -1.104 1.731 1.384
O -0.417 4.694 3.007
C 0.545 4.804 1.925
C 1.812 4.090 2.337
C 0.756 6.283 1.665
H -5.239 3.535 0.368
H -4.993 4.495 1.853
H -4.231 2.910 1.684
H -2.839 3.776 -0.189
H -4.197 6.438 0.408
H -4.394 5.469 -1.074
H -2.823 6.208 -0.693
H 0.134 4.333 1.030
H 2.224 4.553 3.238
H 2.548 4.151 1.530
H 1.613 3.038 2.551
H 1.144 6.762 2.567
H -0.188 6.759 1.396
H 1.472 6.424 0.851
C -5.865 -0.702 -5.660
C -7.204 -0.008 -5.721
O -8.031 -0.248 -6.562
S -7.596 1.301 -4.547
C -6.299 1.249 -3.344
C -5.162 2.044 -3.498
C -4.146 1.992 -2.563
C -4.240 1.139 -1.438
C -5.408 0.362 -1.285
C -6.423 0.425 -2.224
C -3.192 1.099 -0.503
C -2.138 1.142 0.182
H -5.992 -1.727 -6.006
H -5.419 -0.690 -4.670
H -5.189 -0.191 -6.349
H -5.078 2.691 -4.363
H -3.253 2.594 -2.683
H -5.493 -0.291 -0.426
H -7.318 -0.174 -2.103
```

As for the gap between HOMO and LUMO (spin up / spin down): 6.448 / 5.441 eV. Its maximum force is 1.04 eV Å⁻¹. The multiplicity is 6. The expectation value of S² is 8.83. As for the total charge: -1.